C10H22P2 | ωB97M-V with the def2-TZVPD basis set

Results
Relative energy (zero: lowest compared OMol25 entry of this formula, charge and spin) ... 87.7 kcal per mole
Gap between HOMO and LUMO (alpha / beta) ... 7.76 / 7.76 eV
Net charge ... 0

Last column: Mulliken charge in e.
Positions of all 34 atoms, in Å:
P: 0.131 -0.603 0.391  0.003
P: -1.451 2.328 0.053  -0.196
C: 4.030 0.891 1.062  -1.581
C: 2.841 0.277 0.222  1.724
C: -3.298 -0.617 -1.716  -1.491
C: 1.628 0.203 1.158  -1.226
C: 2.490 1.033 -1.060  -1.636
C: -3.096 -1.486 0.650  -1.486
C: -1.035 0.741 0.193  0.070
C: -3.259 -0.354 -0.290  1.139
C: -4.147 0.726 0.347  -0.817
C: 3.259 -1.230 -0.134  -1.527
H: 2.035 2.081 -0.920  0.272
H: -5.003 0.857 -0.204  0.421
H: 3.934 -1.323 -0.941  0.442
H: 3.529 -1.738 0.790  0.422
H: 2.241 -1.769 -0.288  0.315
H: -0.248 2.940 0.463  -0.030
H: -4.189 -1.250 -1.822  0.444
H: 4.179 1.904 0.749  0.448
H: -2.446 -1.235 -2.082  0.294
H: 3.969 0.792 2.199  0.287
H: 1.351 1.237 1.486  0.484
H: -3.991 -2.269 0.414  0.331
H: 1.727 0.465 -1.747  0.284
H: 3.358 1.281 -1.632  0.521
H: -4.279 0.473 1.430  0.291
H: -0.422 -1.152 1.542  0.029
H: -2.186 -2.212 0.419  0.316
H: -3.473 1.595 0.214  -0.083
H: -3.480 0.237 -2.411  0.307
H: 5.064 0.524 0.793  0.364
H: -3.130 -1.127 1.648  0.391
H: 1.949 -0.510 1.984  0.474

=====

C17H28F5N4PRhSi | ωB97M-V with the def2-TZVPD basis set

Results
Relative energy (zero: lowest compared OMol25 entry of this formula, charge and spin) ... 44.9 kcal per mole
Gap between HOMO and LUMO (alpha / beta) ... 5.96 / 6.07 eV
Net charge ... +1

Last column: Mulliken charge in e.
Positions of all 57 atoms, in Å:
Rh: 1.015 -1.246 -0.189  -1.089
P: -1.105 -0.717 -1.115  2.563
Si: 1.710 -0.357 2.647  0.253
F: 1.443 1.071 -1.681  -0.236
F: 2.471 -1.723 -2.501  -0.306
F: -0.690 -3.447 0.110  -0.314
F: 0.986 -3.948 -1.231  -0.354
F: 3.626 -0.660 -0.988  -0.267
N: 1.425 0.358 1.045  0.726
N: -3.272 -0.764 -2.819  0.069
N: -3.749 -0.403 -0.450  0.194
N: -2.750 1.377 -1.763  0.194
C: 1.988 0.795 4.096  -1.307
C: -2.499 -0.975 0.066  -1.195
C: -3.658 1.041 -0.669  -0.852
C: 1.876 1.607 0.605  0.440
C: 3.193 -1.494 2.554  -0.974
C: 2.324 3.170 -1.247  -0.933
C: -4.204 -1.057 -1.623  -0.708
C: 2.240 2.662 1.467  -0.495
C: 0.163 -1.341 3.060  -0.961
C: -3.179 0.771 -2.970  -0.754
C: 2.716 4.158 -0.359  -0.466
C: -1.915 -1.387 -2.631  -1.169
C: 0.673 -3.193 -0.125  -0.016
C: 2.655 3.895 1.002  -0.931
C: 2.691 -1.625 -1.162  0.105
C: 1.911 1.951 -0.757  0.595
C: -1.346 1.076 -1.445  -1.406
H: -5.183 -0.685 -1.929  0.366
H: 2.328 3.323 -2.318  0.451
H: -0.707 1.386 -2.273  0.518
H: 2.926 1.347 4.042  0.381
H: 0.342 -1.964 3.939  0.385
H: -0.171 -2.010 2.263  0.243
H: 2.040 0.165 4.988  0.387
H: 1.173 1.505 4.250  0.362
H: -1.021 1.639 -0.568  0.470
H: -4.652 1.424 -0.905  0.290
H: -4.229 -2.139 -1.505  0.394
H: 3.045 5.120 -0.726  0.416
H: -3.305 1.516 0.244  0.383
H: 3.007 -2.343 1.889  0.219
H: -2.488 0.960 -3.792  0.378
H: -2.243 -0.512 1.020  0.439
H: 4.064 -0.962 2.164  0.324
H: -2.041 -2.468 -2.548  0.468
H: -1.317 -1.176 -3.519  0.436
H: 2.186 2.510 2.527  0.283
H: -4.186 1.090 -3.240  0.362
H: 2.931 4.660 1.716  0.433
H: 1.170 -3.645 0.745  0.390
H: -3.695 -1.152 -3.663  0.337
H: 3.115 -2.573 -0.810  0.412
H: 3.458 -1.900 3.532  0.403
H: -2.620 -2.043 0.245  0.391
H: -0.664 -0.669 3.305  0.274

=====

CH11N2Si2 | ωB97M-V with the def2-TZVPD basis set

Results
Relative energy (zero: lowest compared OMol25 entry of this formula, charge and spin) ... 0.0 kcal per mole
Gap between HOMO and LUMO ... 10.19 eV
Net charge ... +1

Last column: Mulliken charge in e.
Positions of all 16 atoms, in Å:
Si: 0.450 -1.302 2.447  0.371
Si: -1.706 0.478 0.500  0.451
N: 0.595 0.972 -2.715  -0.934
N: 0.888 -0.200 -0.128  -0.205
C: 0.051 -0.308 0.836  0.336
H: -2.441 0.476 1.755  -0.087
H: 1.819 -0.606 -0.050  0.269
H: -1.391 1.804 -0.026  -0.068
H: -0.370 -2.489 2.235  -0.026
H: 1.890 -1.547 2.416  -0.087
H: -0.006 -0.436 3.528  -0.028
H: -2.246 -0.415 -0.522  -0.046
H: -0.006 0.388 -3.297  0.273
H: 0.703 0.290 -1.063  0.249
H: 1.519 0.970 -3.140  0.267
H: 0.251 1.925 -2.776  0.265

=====

C18H14N2OPdS4SbSe | ωB97M-V with the def2-TZVPD basis set

Results
Expectation value of S² ... 0.781
Gap between HOMO and LUMO (alpha / beta) ... 4.79 / 5.12 eV
Net charge ... -2
Spin multiplicity ... 2

Last column: Löwdin spin population.
Positions of all 42 atoms, in Å:
Sb: 1.247 -3.883 -1.612  0.000
Pd: 0.824 -2.484 0.730  0.028
Se: -0.409 -4.140 3.950  0.221
S: 2.690 -4.963 -0.174  -0.002
S: -0.803 -0.582 -1.158  0.001
S: 1.680 -1.466 -1.153  0.012
S: -0.897 -3.558 -0.396  0.042
O: -0.769 -0.443 0.304  0.000
N: 0.075 -2.900 5.163  0.253
N: 0.610 -3.405 2.658  0.156
C: 1.449 1.812 -3.572  0.000
C: -2.761 0.591 -2.854  0.000
C: -4.398 2.190 -2.127  0.000
C: 1.425 -0.870 5.127  0.092
C: 0.229 0.764 -1.804  0.000
C: 0.859 1.576 -0.877  0.000
C: 0.518 0.879 -3.155  0.000
C: 1.792 2.502 -1.297  0.000
C: 2.086 2.623 -2.647  0.000
C: 1.206 -2.318 3.183  0.008
C: 2.209 -0.030 4.358  0.040
C: -3.931 2.067 -0.827  0.000
C: 0.891 -2.029 4.552  0.002
C: -3.815 1.443 -3.139  0.000
C: 2.097 -1.510 2.448  0.048
C: -2.275 0.489 -1.560  0.000
C: 2.562 -0.346 3.047  0.085
C: -2.871 1.220 -0.549  0.000
H: 2.825 3.343 -2.973  0.000
H: 2.302 3.119 -0.568  0.000
H: 2.528 -1.906 1.488  0.004
H: 0.644 1.416 0.171  0.000
H: 3.227 0.317 2.508  0.005
H: -4.397 2.635 -0.031  0.000
H: 0.060 0.212 -3.871  0.000
H: -2.302 0.005 -3.637  0.000
H: 2.588 0.885 4.804  0.000
H: -2.482 1.108 0.454  0.000
H: -4.192 1.517 -4.152  0.000
H: -5.223 2.858 -2.348  0.000
H: 1.204 -0.633 6.159  0.004
H: 1.697 1.895 -4.623  0.000